Here is a molecular structure, C33H28ClN6O5SSeTl from the Open Molecules 2025 dataset. Energies are from the ωB97M-V functional and the def2-TZVPD basis.

charge = -2
total energy = -5411.43638 a.u.
HOMO level = -2.361 eV
energy above the lowest of the compared OMol25 structures with the same formula, charge and spin = 115.7 kJ/mol
LUMO energy = 0.141 Eh

Structure (XYZ):
```
76
Properties=species:S:1:pos:R:3:lowdin_charge:R:1
C -4.46132 -0.27547 -1.48916 -0.2085
H -5.00711 -1.10435 -1.08101 0.0814
C 0.00215 -3.50441 -1.29752 -0.1180
C -0.41255 0.02833 -2.13970 -0.2595
O 2.19315 4.25300 6.06424 -0.3995
O 0.40534 5.35509 4.79800 -0.3892
H 2.24306 -5.72279 -4.59660 0.0653
H 0.17594 -1.50642 -4.00706 0.1099
N -0.68059 -0.74775 3.02640 0.0217
C -0.31557 0.43286 3.69839 -0.3152
C -0.62103 -4.43295 2.07741 -0.0574
H -1.54932 -1.12525 3.39031 0.0218
H 1.79957 0.20639 3.41168 0.1036
C 0.92279 0.34235 -2.44089 -0.0371
C 0.19044 -4.42109 0.96342 -0.0748
H -1.76698 3.04957 5.29520 0.1121
C 0.66854 1.79908 0.57159 -0.3549
H 1.14331 -4.88220 0.79461 0.1182
Cl 4.89616 3.52568 0.43517 0.6063
C 1.01257 0.82412 3.82361 -0.0368
C 1.75393 -0.47501 0.59325 -0.2228
C 0.94277 3.20129 0.70236 0.0135
C 0.55966 -4.63903 -1.87740 -0.0030
N -2.73139 0.81877 -2.10297 -0.0659
N -3.14688 -0.33047 -1.56893 -0.0108
Tl -1.68184 -0.67682 0.53188 0.5583
H 2.07571 -6.52806 -3.02585 0.0660
C 1.29324 1.55885 -2.96091 -0.0440
H 0.09532 3.85516 0.83114 0.1211
O 0.78453 -1.22052 0.71698 -0.0697
H 0.62757 -5.54387 -1.28418 0.1092
S 0.75482 4.34489 5.79679 0.4086
C 1.55406 -5.94131 -3.78147 -0.0782
H -0.05300 4.22471 -4.47622 0.0695
H -5.93320 1.31295 -2.01611 0.0853
H 2.33533 1.75787 -3.16881 0.1104
H 1.67215 -0.40737 -2.23094 0.1231
H 3.97974 0.84475 0.43577 0.1048
H 0.89795 4.60447 -3.03296 0.0774
H -2.56544 -3.34713 2.30585 0.0576
H -0.45291 -4.94824 3.00285 0.0865
C -4.92395 0.94990 -1.97736 -0.0586
C -1.37389 1.04282 -2.36529 -0.1211
C 0.30459 -2.38395 -3.39055 -0.0241
C 0.34070 2.54080 -3.20636 -0.2853
H 0.74537 -6.55802 -4.18182 0.0705
C 1.82723 0.94209 0.53724 -0.1597
C -1.00420 2.41220 4.87692 -0.0568
H 0.05443 -1.44126 2.96920 0.0803
C -3.78777 1.62270 -2.36171 -0.0591
H -1.71161 3.05347 -3.02611 0.1045
O -0.53160 1.41886 0.46680 -0.1032
C 0.73201 3.85891 -3.81249 -0.0598
C -1.69311 -3.60842 1.73836 -0.1873
N -1.53895 -3.13357 0.50892 0.0110
C 0.31585 2.78826 5.00150 -0.2816
H 2.33453 2.34839 4.59519 0.1031
C 0.85673 -3.51133 -3.94111 -0.0661
C -1.32140 1.23193 4.23527 -0.0297
H 2.75198 -0.97084 0.55682 0.1308
N -0.40146 -3.63679 0.04184 -0.0984
H 1.65471 3.75248 -4.38338 0.0693
Se -3.75699 -0.68486 1.74294 0.0054
C 2.20210 3.71352 0.68617 -0.0965
C -0.13763 -2.30443 -2.04389 -0.2241
H -2.34897 0.92003 4.12300 0.0760
C 3.12165 1.50405 0.49577 -0.0855
C 1.31834 2.00842 4.47217 -0.0656
O -0.05626 4.41912 7.01742 -0.3986
H 2.36404 4.77441 0.79978 0.1044
C 3.30004 2.85323 0.54099 -0.6929
H -3.70242 2.60743 -2.77021 0.1034
N -0.72087 -1.18711 -1.58037 -0.0011
H 1.16282 -3.49782 -4.98014 0.1024
C 1.00215 -4.67524 -3.18801 -0.3101
C -0.97886 2.27097 -2.88572 0.0178
```

Here is a molecular structure, C33H28CoO8 from the Open Molecules 2025 dataset. Energies are from the ωB97M-V functional and the def2-TZVPD basis.

charge = -2
total energy = -3259.15718 a.u.
multiplicity = 4
HOMO level (alpha / beta) = -2.352 / -2.159 eV
LUMO energy (alpha / beta) = 0.157 / 0.157 Eh

Structure (XYZ):
```
70
Properties=species:S:1:pos:R:3:nbo_charge:R:1
O -3.42512 2.68341 1.63240 -0.5766
H -3.08413 4.79929 0.30827 0.2118
H 3.89444 4.54020 2.01957 0.1909
C 3.07026 3.84363 2.13064 -0.2478
C 0.45660 -2.34463 -1.71834 0.6565
H -1.61343 1.34682 5.07731 0.2215
O -0.51034 -1.78332 -1.08018 -0.8562
C 0.93111 2.05433 2.39923 -0.0632
H -2.19025 0.66327 2.90016 0.1733
C 0.68114 -0.63389 6.57191 -0.2519
H -5.95506 1.94653 -2.14774 0.1903
C -2.34546 1.83855 1.16397 0.0766
H 2.38515 -1.49296 5.57881 0.1966
C -1.62321 1.51662 2.50257 0.0676
C -4.43055 2.65231 -3.47771 -0.2440
H -2.68818 3.32721 -4.54276 0.1952
C -3.09043 3.01225 -3.58672 -0.2250
C -3.47638 4.45165 3.27538 -0.6381
C -4.24116 2.12483 3.82476 -0.6592
O 0.37461 -3.37406 -2.37362 -0.6845
H 0.11956 3.51004 3.74989 0.2257
O -0.68491 1.63788 -0.56012 -0.9500
H -4.44408 4.76025 2.87836 0.2049
H 1.97974 5.09377 3.49561 0.1917
H -4.09808 2.30418 4.89161 0.1996
H -4.49445 1.87177 -0.19271 0.2119
H 3.90115 2.37422 0.80056 0.2079
C 0.20020 4.13414 -0.04212 -0.1997
C 1.19924 -0.31956 4.24300 -0.2042
O -1.92617 2.66005 3.31041 -0.5642
C -3.26018 2.97391 3.01057 0.5527
H -3.45834 4.63782 4.35033 0.1995
H 1.82006 -0.52780 3.38145 0.2367
H -2.20648 7.09527 0.49417 0.1899
H 0.91514 -1.06681 7.53826 0.1898
H 0.23381 7.50863 0.31308 0.1891
C 2.01820 1.74464 1.59004 -0.1574
C 3.07522 2.63529 1.45108 -0.2357
C -2.01693 4.97245 0.26657 -0.1598
H -5.26236 2.39396 3.55304 0.2055
C -1.52188 6.26495 0.35537 -0.2593
C 0.07401 0.48748 4.06804 0.1162
C -0.44108 0.15854 6.41047 -0.2160
C -0.74057 0.71760 5.16917 -0.2763
C -0.15599 6.49842 0.24812 -0.2475
H -2.68759 5.02726 2.79860 0.2414
Co 0.01656 -0.11646 -0.13330 1.5577
C -0.17140 0.99984 2.62213 0.2452
H 1.76561 5.59308 -0.05877 0.2014
C -2.73886 2.54138 -1.23574 0.0001
O -0.08264 -0.10191 1.81242 -0.9558
H -4.10367 1.06479 3.61952 0.2204
H 2.04535 0.80199 1.05874 0.2472
O 2.83472 -2.04903 -2.16672 -0.6836
H -2.77060 0.89426 0.81002 0.1955
C 1.84686 -1.59059 -1.61129 0.6590
H 0.84899 3.28758 -0.21897 0.2625
H -5.08261 2.68919 -4.34321 0.1904
C 1.50554 -0.86811 5.47421 -0.2271
C -4.07782 2.18418 -1.13851 -0.1730
C 1.99914 4.15127 2.95956 -0.2148
C -1.67804 2.44914 -0.10070 0.1909
C 0.69928 5.42744 0.03793 -0.2072
C -1.15920 3.88740 0.09348 -0.0400
H -1.09713 0.35045 7.25295 0.1882
C -4.91563 2.23803 -2.25050 -0.2428
O 1.81573 -0.50538 -0.91684 -0.8698
H -1.21343 3.20388 -2.57334 0.2291
C 0.94476 3.26289 3.09724 -0.2190
C -2.26255 2.95233 -2.48158 -0.1804
```

Here is a molecular structure, C33H28N3O6PbS5 from the Open Molecules 2025 dataset. Energies are from the ωB97M-V functional and the def2-TZVPD basis.

charge = -1
total energy = -4073.93546 a.u.
HOMO level = -4.698 eV
energy above the lowest of the compared OMol25 structures with the same formula, charge and spin = 55.4 kJ/mol
LUMO energy = 0.085 Eh

Structure (XYZ):
```
76
Properties=species:S:1:pos:R:3:lowdin_charge:R:1
H -3.02885 0.77875 4.67796 0.1007
H -2.34605 2.88912 1.02215 0.1099
C -0.32221 -5.32139 -2.30217 -0.1052
H 0.69587 5.87820 1.71096 0.0550
C -4.48785 0.46478 3.13273 -0.0900
C 4.57371 -0.54951 -0.54927 -0.2012
C -3.33689 1.02415 3.66922 -0.0841
H -5.08472 -0.22292 3.71895 0.0968
Pb 0.55849 0.46555 0.30794 1.3602
C 6.65245 0.19444 -2.26024 -0.0831
C 1.20790 1.34785 4.92538 -0.0285
O 2.10994 1.61513 -1.11494 -0.4778
H -4.35336 3.03443 -0.56723 0.1143
C 0.20185 -2.98098 -2.08866 -0.0190
H -1.47135 -1.18078 -4.42856 0.1268
C -4.53370 1.97878 -0.35079 -0.1395
C -2.62154 1.64180 -1.84968 -0.6847
C 1.26645 0.15779 5.62548 -0.0675
H -0.15791 -6.35006 -2.00446 0.0922
C 5.35207 0.60806 -2.50861 -0.0661
O 1.89899 -0.34491 -2.51861 -0.3592
O 4.18214 -1.71970 1.73768 -0.3212
C 0.56403 -0.95898 3.65267 -0.1186
C -1.68472 0.84530 -2.38748 -0.6989
H -1.68335 2.34703 3.31915 0.0835
C -4.87461 0.79147 1.84095 -0.0621
H 5.12430 1.22606 -3.36454 0.1005
C -2.57688 1.90029 2.90751 -0.0657
H 1.00192 -1.98211 5.48551 0.0987
H -0.01024 -0.72834 -3.51617 0.0890
C -1.45800 -3.70252 -3.66619 -0.0665
C 0.59945 3.84624 0.87484 -0.2113
N -1.76985 -0.54342 -2.43772 -0.1179
C 0.40718 -4.29732 -1.70812 -0.0650
H 7.44807 0.49456 -2.93088 0.0987
C 0.81878 1.32848 3.58633 -0.3151
C -2.95748 2.21229 1.61006 -0.0183
H -1.81901 -5.81729 -3.76006 0.0912
H 1.57963 0.15273 6.66211 0.1034
H 7.92604 -0.92863 -0.94627 0.0984
C 5.88084 -0.95501 -0.31132 -0.0673
H -3.21381 -2.02177 -2.21643 0.1231
O 2.71402 0.12059 1.15664 -0.4627
N 0.48304 0.18162 2.97994 0.0301
H 1.15102 -4.51120 -0.95097 0.1032
C -0.73964 -2.67420 -3.06807 -0.2031
C 0.75881 2.52424 2.74423 -0.5653
H -4.92680 -0.56705 -1.18728 0.1260
C -3.17061 -0.94372 -2.37674 -0.1355
S 2.68459 0.84599 -2.23900 0.4300
S 3.39129 -1.11860 0.69099 0.4479
H 6.06957 -1.55672 0.56554 0.1008
H 0.52949 4.07828 -0.17997 0.0954
S -2.14397 3.23882 -2.44873 0.6105
H 0.32011 -1.85697 3.09556 0.1194
C -1.25371 -5.02400 -3.28583 -0.1066
S 0.83721 4.12942 3.40429 0.9914
H -3.40569 -0.55225 -0.28177 0.1306
H -3.68283 -0.71331 -3.32451 0.1353
C -4.11627 1.66521 1.06799 -0.2165
H -2.18162 -3.46680 -4.44016 0.1047
H 0.79800 -2.19708 -1.64004 0.0616
O 2.45775 -2.00595 0.02316 -0.3595
C -3.88180 -0.24410 -1.22154 -0.1365
C 0.94454 -1.02762 4.98210 -0.0630
C 0.63047 2.51378 1.38537 -0.3363
S -0.66985 1.98176 -3.28485 0.6686
C 6.91808 -0.59447 -1.15853 -0.0840
H 1.48454 2.28323 5.39366 0.0922
C -0.97360 -1.23389 -3.44686 -0.1421
C 0.69070 4.80664 1.83710 -0.4261
H -5.60934 1.80609 -0.45442 0.1200
H -5.77780 0.36064 1.42151 0.1068
C 4.30014 0.24693 -1.67593 -0.1946
O 2.97063 1.68125 -3.38086 -0.3277
N -3.85820 1.20576 -1.38118 -0.1242
```

Here is a molecular structure, C33H29BrI2N8O3S2Ti from the Open Molecules 2025 dataset. Energies are from the ωB97M-V functional and the def2-TZVPD basis.

total energy = -6754.09357 a.u.
HOMO level = -7.837 eV
energy above the lowest of the compared OMol25 structures with the same formula, charge and spin = 5.0 kJ/mol
LUMO energy = -0.017 Eh

Structure (XYZ):
```
79
Properties=species:S:1:pos:R:3:lowdin_charge:R:1
C 1.28596 5.51897 1.22981 -0.0889
C 0.21272 -2.42732 4.35114 -0.0891
C -2.55638 -2.55116 4.51068 -0.0598
H 2.24998 4.10887 -1.67851 0.1034
C 1.48317 -1.94811 -2.11296 -0.6500
Ti -0.82783 0.58763 0.24218 0.7915
O -0.19596 -0.48543 -1.24105 -0.2453
C -3.51063 -2.63402 -1.34425 -0.1035
C -3.26050 -0.72361 -3.33531 -0.0386
N 0.41046 -2.70368 1.02865 0.0632
H -2.54867 -0.71756 3.38936 0.0898
C -0.40802 -3.72090 1.34111 -0.1950
C 0.14588 -0.35961 3.00559 -0.5190
C 3.57811 1.07030 1.24638 -0.0067
H -3.59782 -3.37674 -0.56106 0.1014
C -0.40647 -3.48070 4.99304 -0.6884
C 1.96268 -0.35103 -0.39753 -0.1883
H -2.25463 -4.39016 5.58642 0.1003
C -2.91684 -0.41008 -2.03031 -0.3018
H -0.41800 4.90781 2.38815 0.1030
H 4.18072 1.66873 1.91402 0.1167
H 3.35832 -4.47497 2.18241 0.0938
C -3.04160 -1.36521 -1.02580 -0.5521
I 5.70702 -2.42116 -1.21093 0.9043
H 2.73765 -5.82682 1.46898 0.0967
H -1.71964 3.46929 -1.55932 0.0940
N 0.09782 2.44106 -1.40967 -0.1759
H 2.92247 5.86935 -0.11515 0.1013
H -1.47879 -3.67172 1.25069 0.0909
C -0.22509 3.73464 0.61693 -0.5759
C 0.52875 3.50891 -0.54109 -0.2881
H -3.50166 2.64859 -0.90736 0.0418
C -3.85037 -2.95027 -2.65140 -0.1005
N 1.48677 -4.34591 1.73352 -0.2848
H 3.16143 -3.14900 -2.72121 0.0789
H -3.17168 0.01311 -4.12227 0.1100
H 2.06823 1.80337 -1.79722 0.0954
C -1.78890 -3.55687 5.07871 -0.1221
H -1.18330 0.96770 -3.22717 0.1179
H 1.72262 2.05784 1.79899 0.1301
N 0.24959 -4.77499 1.80310 0.1457
C 2.03774 5.28185 0.09152 -0.0851
H -3.63507 -2.59605 4.58524 0.1090
C 0.16205 4.74824 1.48854 -0.1094
C 4.13298 0.07224 0.49630 -0.0147
C 1.65465 4.28137 -0.79329 -0.0275
O 1.29110 -0.07303 3.27617 0.0982
C -3.72118 -1.99673 -3.64795 -0.0999
H -4.44555 1.64001 -2.04252 0.1035
I 0.13261 -2.87122 -3.38431 0.9852
H -4.17934 1.11901 -0.35879 0.0755
C 2.19218 1.30226 1.18440 -0.0878
C -0.56860 -1.44416 3.75220 -0.1459
C 1.14593 2.00120 -2.33659 -0.0558
C 2.83820 -2.34888 -2.06930 -0.2188
C -3.73629 1.63283 -1.20906 -0.0847
H 1.34460 2.76166 -3.10029 0.1000
H -3.97823 -2.23653 -4.67143 0.1034
Br 0.65173 -4.85447 5.75280 0.7268
H 0.83367 1.08856 -2.83593 0.0865
N -2.50071 0.91983 -1.61726 -0.2132
H -2.59382 2.00712 -3.43638 0.1291
H -4.20711 -3.94392 -2.88951 0.1045
H -0.76290 3.47444 -3.04114 0.1354
C 3.31929 -0.69150 -0.37072 -0.2139
C -1.08537 2.85575 -2.19419 -0.1614
C 1.03083 -0.96196 -1.27558 -0.4515
C -1.84892 1.65819 -2.71129 -0.1722
H 5.19333 -0.13656 0.55494 0.0711
O -0.56693 0.25213 2.07576 -0.2950
S -1.63018 2.74344 0.99473 0.7385
H 1.29026 -2.36002 4.28641 0.1125
C -1.95166 -1.49718 3.83991 -0.0493
N 1.62484 -3.12972 1.27241 0.1067
S -2.56828 -0.95190 0.61330 0.7832
N 2.56449 -5.10706 2.16391 0.1321
N 1.41467 0.61314 0.38327 0.0634
H 1.57772 6.29392 1.92665 0.1032
C 3.73253 -1.74654 -1.23007 -0.6782
```